[1]
C5H10 | ωB97M-V with the def2-TZVPD basis set

Atoms and positions in Å:
C1 -1.039953 -0.753035 0.888216
C2 1.765744 0.829173 -0.068690
C3 1.103919 1.536196 -0.975012
C4 -1.663757 0.380293 0.579296
C5 -0.408750 -1.693872 -0.098292
H1 1.330527 0.619154 0.905993
H2 0.569552 -2.041447 0.255030
H3 -1.746704 0.719179 -0.451894
H4 2.754513 0.422041 -0.264208
H5 -0.980761 -1.048892 1.936376
H6 0.112927 1.931583 -0.764699
H7 1.512352 1.742032 -1.960943
H8 -1.036881 -2.582916 -0.233063
H9 -0.263227 -1.219891 -1.073575
H10 -2.109513 1.015018 1.340467

Forces on atoms 1 to 3 (eV/Å):
-0.149 0.117 -0.007
-0.009 0.079 -0.069
0.081 -0.018 0.057

As for the HOMO-LUMO gap: 10.90 eV. The charge is 0. The HOMO energy is -9.61 eV. Its SMILES is C=CC.C=C. For the energy, the calculation gives -196.44176 hartree. As for the energy above the lowest of the compared OMol25 structures with the same formula, charge and spin: 175.0 kJ/mol.

Mulliken atomic charge list, values in e, 6 entries: number 1, C, carries -0.07; number 2, C, carries -0.49; number 3, C, carries -0.47; number 4, C, carries -0.72; number 5, C, carries -0.98; number 6, H, carries 0.29



[2]
C5H10 | ωB97M-V with the def2-TZVPD basis set

Atoms and positions in Å:
C1 1.249826 -0.177726 1.203328
C2 0.648642 -0.199415 -0.022799
C3 1.124877 0.349760 -1.225916
C4 -0.809196 -0.726463 -0.047148
C5 -1.811096 0.366816 -0.058585
H1 0.699004 -0.436231 2.105578
H2 -0.609833 1.840675 0.737944
H3 -0.980515 -1.473335 0.720368
H4 1.838135 1.160452 -1.197436
H5 -2.149706 0.796136 -0.994346
H6 0.827253 -0.080198 -2.171333
H7 -0.878306 -1.241968 -1.009540
H8 2.301804 0.032116 1.269918
H9 -2.597169 0.280067 0.685978
H10 -1.067398 1.265940 0.441453

Forces on atoms 1 to 3 (eV/Å):
-0.165 -0.046 -0.054
-0.713 0.105 0.054
0.169 -0.319 0.394

As for the HOMO-LUMO gap (spin up / spin down): 5.34 / 7.58 eV. The charge is +1. As for the expectation value of S²: 0.79. The HOMO energy (spin up / spin down) is -12.63 / -14.92 eV. For the energy, the calculation gives -196.01848 hartree. As for the energy above the lowest of the compared OMol25 structures with the same formula, charge and spin: 357.1 kJ/mol. As for the multiplicity: 2.

Mulliken atomic charge list, values in e, 6 entries: number 1, C, carries -0.79; number 2, C, carries 0.46; number 3, C, carries -0.86; number 4, C, carries -0.56; number 5, C, carries -0.13; number 6, H, carries 0.28



[3]
C5H10 | ωB97M-V with the def2-TZVPD basis set

Atoms and positions in Å:
C1 1.849095 1.261445 3.492404
C2 -2.503293 -1.277725 -2.837151
C3 -1.396623 -0.655587 -2.079615
C4 2.739737 2.255235 3.467793
C5 -0.104418 -1.186926 -1.966575
H1 -2.705982 -0.839370 -3.811586
H2 -3.405095 -1.171711 -2.220312
H3 0.014324 -2.169761 -2.426106
H4 0.849478 1.557561 3.163696
H5 -1.646936 0.135594 -1.372148
H6 2.002051 0.191705 3.513005
H7 3.773678 1.984364 3.640336
H8 -2.362523 -2.357409 -2.873851
H9 2.316519 3.247890 3.468198
H10 0.579988 -0.975305 -1.158087

Forces on atoms 1 to 3 (eV/Å):
-0.697 0.818 -1.569
0.140 -0.299 1.629
-0.922 0.401 0.364

As for the HOMO-LUMO gap (spin up / spin down): 6.25 / 2.67 eV. The charge is +1. As for the expectation value of S²: 0.75. The HOMO energy (spin up / spin down) is -12.21 / -12.21 eV. For the energy, the calculation gives -196.06772 hartree. As for the energy above the lowest of the compared OMol25 structures with the same formula, charge and spin: 227.8 kJ/mol. As for the multiplicity: 2.

Mulliken atomic charge list, values in e, 6 entries: number 1, C, carries -0.54; number 2, C, carries -0.88; number 3, C, carries 0.31; number 4, C, carries -0.41; number 5, C, carries -0.48; number 6, H, carries 0.33



[4]
C5H10AlCl3N2O4 | ωB97M-V with the def2-TZVPD basis set

Atoms and positions in Å:
Cl1 -3.037468 1.707640 -2.724858
Cl2 2.033471 -4.515647 1.317351
Cl3 0.411769 -2.141080 0.817033
Al1 -0.442544 -0.347571 -0.067686
O1 -2.232389 -0.016344 -0.202756
O2 2.288537 2.297481 0.761628
O3 -0.948017 -0.660720 -1.808508
O4 0.898205 0.781872 -0.150962
N1 -0.576429 0.691474 1.926908
N2 0.533841 1.548658 1.917916
C1 0.490995 -4.011735 0.730087
C2 -2.119228 -0.273965 -1.463303
C3 3.131582 2.336530 -0.435819
C4 -3.226392 -0.063382 -2.428841
C5 1.270690 1.541147 0.802836
H1 0.355078 -4.262964 -0.315427
H2 -0.552854 0.112510 2.764831
H3 3.712728 1.420156 -0.496995
H4 0.742059 2.164072 2.693967
H5 -4.203605 -0.246032 -1.995244
H6 -0.314137 -4.347224 1.373082
H7 -3.075698 -0.591248 -3.362815
H8 2.519911 2.458333 -1.324860
H9 3.782915 3.189312 -0.292216
H10 -1.443018 1.228727 1.964649

Forces on atoms 1 to 3 (eV/Å):
-0.163 -0.281 -0.069
-0.454 0.250 -0.163
0.615 0.141 0.915

As for the HOMO-LUMO gap: 9.51 eV. The charge is +2. The HOMO energy is -17.11 eV. For the energy, the calculation gives -2229.55401 hartree. As for the energy above the lowest of the compared OMol25 structures with the same formula, charge and spin: 37.9 kJ/mol.

Mulliken atomic charge list, values in e, 6 entries: number 1, Cl, carries -0.09; number 2, Cl, carries -0.01; number 3, Cl, carries 0.13; number 4, Al, carries 0.36; number 5, O, carries -0.35; number 6, O, carries -0.37



[5]
C5H10AlO2 | ωB97M-V with the def2-TZVPD basis set

Atoms and positions in Å:
Al1 0.845002 1.030566 -0.959747
O1 1.931861 -1.220711 0.315875
O2 -0.718921 0.122583 -0.292483
C1 2.544938 0.042851 -0.044618
C2 -0.505570 -1.132052 0.388715
C3 -2.528675 1.503036 -0.928547
C4 0.810115 -1.128201 1.141054
C5 -1.986688 0.298466 -0.797272
H1 -2.493681 -0.630062 -1.070944
H2 0.843674 -0.236493 1.794079
H3 -1.325922 -1.273841 1.105919
H4 -1.932528 2.412576 -0.851719
H5 3.357787 -0.221728 -0.742765
H6 1.464891 2.330467 -0.179961
H7 3.009061 0.485114 0.860522
H8 -0.529059 -1.945042 -0.351868
H9 0.800210 -2.020360 1.786254
H10 -3.586501 1.582839 -1.172499

Forces on atoms 1 to 3 (eV/Å):
2.729 0.264 3.184
0.652 -0.149 0.035
2.103 0.964 -0.976

As for the HOMO-LUMO gap (spin up / spin down): 6.22 / 6.22 eV. The charge is +1. The HOMO energy (spin up / spin down) is -12.59 / -12.60 eV. For the energy, the calculation gives -589.03084 hartree. As for the energy above the lowest of the compared OMol25 structures with the same formula, charge and spin: 273.6 kJ/mol.

Mulliken atomic charge list, values in e, 6 entries: number 1, Al, carries 0.61; number 2, O, carries -0.39; number 3, O, carries -0.08; number 4, C, carries -0.58; number 5, C, carries -0.38; number 6, C, carries -0.77



[6]
C5H10Br4Cl2 | ωB97M-V with the def2-TZVPD basis set

Atoms and positions in Å:
Br1 3.205655 -0.399883 0.132638
Br2 -1.882106 1.907474 -0.005594
Br3 -0.865847 -0.872573 -3.559539
Br4 0.536655 2.892216 2.267231
Cl1 -2.014140 -3.044292 0.269238
Cl2 -0.384414 -1.821461 2.393771
C1 -0.341427 -2.794209 0.906959
C2 2.384725 1.295213 0.628641
C3 -1.257423 0.711275 -2.416886
C4 1.260566 1.075142 1.677594
C5 -1.819534 0.259215 -1.071057
H1 0.196131 -2.212939 0.157795
H2 1.981034 1.780387 -0.260036
H3 -1.916213 1.378729 -2.972410
H4 1.560404 0.499387 2.553206
H5 -0.308294 1.243987 -2.357912
H6 -2.856339 -0.044939 -1.214677
H7 0.416361 0.497688 1.300826
H8 3.153349 1.922401 1.080255
H9 -1.218848 -0.542338 -0.641172
H10 0.169706 -3.730479 1.131132

Forces on atoms 1 to 3 (eV/Å):
-0.247 0.165 0.039
-0.031 -0.637 -0.004
-0.265 0.501 0.385

As for the HOMO-LUMO gap: 10.31 eV. The charge is 0. The HOMO energy is -10.01 eV. Its SMILES is BrCCBr.BrCCBr.ClCCl. For the energy, the calculation gives -11412.94311 hartree.

Mulliken atomic charge list, values in e, 6 entries: number 1, Br, carries -0.17; number 2, Br, carries -0.12; number 3, Br, carries -0.18; number 4, Br, carries -0.17; number 5, Cl, carries -0.15; number 6, Cl, carries -0.14